Record 1
A molecular structure, C36H49Br43NO3 at a distorted geometry. Source: the Open Molecules 2025 dataset; level of theory: the ωB97M-V functional and the def2-TZVPD basis.

Values from the calculation:
spin multiplicity = 1
HOMO-LUMO gap = 5.755 eV
charge = +1

```
132
C36H49Br43NO3, DFT the ωB97M-V functional and the def2-TZVPD basis
C 8.5669 -0.9675 0.1245
C 7.6183 -0.0111 -0.7476
C 6.2760 0.2535 0.1459
C 5.6239 1.7257 -0.1867
C 4.1596 1.7356 0.5010
C 3.0775 2.5415 -0.4094
C 2.7547 4.0105 0.1877
C 1.5671 4.6316 -0.7108
C 0.3422 5.0413 0.2570
C -0.8878 4.0291 -0.0107
C -2.2393 4.8220 0.4849
C -3.0098 3.9777 1.6284
C -4.0422 2.9950 0.8480
C -5.1818 2.3802 1.7962
C -6.1899 1.5571 0.8464
C -6.8298 2.3231 -0.3397
N -7.7169 1.7637 -1.3184
C -8.0958 0.3559 -1.2006
C -9.1148 -0.1491 -2.3744
C -10.5300 0.5551 -2.0089
O -11.2854 -0.1429 -1.2345
Br -11.0263 2.3956 -2.7044
C -7.5692 -0.5615 -0.0310
C -6.5659 0.0634 1.0081
C -5.9743 -0.8150 2.1917
O -6.7550 -1.3833 3.0029
O -4.5638 -1.0481 2.3696
H 9.6573 -0.9987 -0.2138
H 8.1788 -2.0535 0.0636
H 8.5889 -0.6888 1.2460
H 8.1080 0.9757 -1.0651
H 7.3202 -0.6022 -1.6968
H 6.6061 0.2100 1.2456
H 5.5232 -0.5952 -0.0400
H 5.5448 1.8931 -1.3253
H 6.2444 2.5597 0.3320
H 4.1904 2.1296 1.5859
H 3.7705 0.6489 0.5647
H 3.4357 2.6721 -1.4863
H 2.0783 1.9688 -0.4510
H 3.6499 4.7284 0.0861
H 2.4667 3.9478 1.3032
H 1.1609 3.8134 -1.4203
H 1.8659 5.5456 -1.3280
H -0.0246 6.0860 -0.0515
H 0.5936 5.0179 1.3712
H -0.9815 3.7585 -1.1211
H -0.7833 3.0442 0.5754
H -1.9656 5.8813 0.8580
H -2.8566 4.9807 -0.4681
H -3.5412 4.7432 2.2939
H -2.2263 3.3997 2.2157
H -3.4942 2.1050 0.3495
H -4.4595 3.6320 -0.0205
H -5.8187 3.1531 2.3444
H -4.7657 1.6299 2.5700
H -6.5670 3.4352 -0.4602
H -8.0845 2.3324 -2.1057
H -9.1871 -1.2844 -2.4411
H -8.6685 0.2607 -3.3495
H -7.9050 -1.6649 0.0481
H -4.3344 -0.4346 3.1195
C 6.9680 -4.7333 -2.0823
Br 5.5925 -3.4350 -1.6518
Br 6.6785 -5.5481 -3.8191
Br 8.7476 -3.9784 -1.9269
H 6.8940 -5.5281 -1.3413
C 10.0770 -4.5777 2.4272
Br 8.1516 -4.4258 2.2364
Br 10.9566 -4.7497 0.7071
Br 10.8160 -3.1214 3.4764
H 10.2708 -5.4961 2.9791
C 4.6271 3.0510 -4.8573
Br 4.9442 1.3204 -4.0428
Br 2.9129 3.7927 -4.3313
Br 6.0830 4.2857 -4.5148
H 4.5891 2.8936 -5.9347
C 4.6856 -0.6702 -8.1767
Br 5.0027 -2.4005 -7.3594
Br 2.9751 0.0760 -7.6461
Br 6.1440 0.5633 -7.8417
H 4.6434 -0.8290 -9.2536
C 3.9041 -1.3517 -12.7372
Br 3.2487 -2.4875 -11.3080
Br 2.5580 -1.0622 -14.1028
Br 4.6144 0.3209 -12.0573
H 4.7302 -1.8799 -13.2107
C -12.1756 2.4876 1.2989
Br -13.5257 3.8342 1.6626
Br -12.4057 1.6745 -0.4490
Br -10.3781 3.1872 1.5304
H -12.3076 1.6983 2.0374
C -4.3625 -4.2507 4.0849
Br -5.6026 -5.5316 4.8479
Br -2.9679 -3.7615 5.3414
Br -3.6296 -4.8719 2.3991
H -4.9304 -3.3459 3.8710
C 12.7795 -2.1734 7.1830
Br 12.4494 -0.8041 5.8487
Br 13.2135 -1.4054 8.9101
Br 11.3091 -3.4330 7.3036
H 13.6533 -2.7341 6.8549
C -10.0559 -4.7385 -1.6494
Br -10.7052 -5.8416 -0.1944
Br -11.4124 -4.4593 -3.0066
Br -9.3224 -3.0573 -1.0087
H -9.2390 -5.2824 -2.1222
C 8.3091 1.5303 3.9495
Br 8.9606 -0.2975 3.9727
Br 9.4130 2.7036 5.0305
Br 8.1044 2.2023 2.1395
H 7.3183 1.5203 4.4012
C 2.6467 -3.2473 1.2745
Br 3.3385 -5.0591 1.2472
Br 3.7542 -2.0705 2.3464
Br 2.3731 -2.5533 -0.5184
H 1.6693 -3.2872 1.7525
C -4.0640 -0.4203 8.0699
Br -2.7605 0.7326 8.9246
Br -4.1567 -0.1119 6.1558
Br -3.7537 -2.2900 8.4725
H -5.0378 -0.1616 8.4829
C -11.0828 -8.3209 -4.0074
Br -9.2632 -8.3494 -4.6797
Br -12.3834 -8.4407 -5.4407
Br -11.3731 -9.6794 -2.6541
H -11.2287 -7.3554 -3.5254
C 0.4319 3.3759 4.3084
Br -0.9035 4.7230 4.7150
Br 0.1618 2.6017 2.5486
Br 2.2337 4.0591 4.5236
H 0.3062 2.5733 5.0335
```

---

Record 2
A molecular structure, C5H6O. Source: the Open Molecules 2025 dataset; level of theory: the ωB97M-V functional and the def2-TZVPD basis.

Values from the calculation:
spin multiplicity = 1
HOMO-LUMO gap (spin up / spin down) = 7.982 / 7.974 eV
energy above the lowest of the compared OMol25 structures with the same formula, charge and spin = 102.2 kcal per mole

```
12
C5H6O, DFT the ωB97M-V functional and the def2-TZVPD basis
O 2.3405 -0.9793 0.0847
C 1.2142 -0.7081 -0.3912
C -0.0155 -0.9530 0.3419
C -1.2881 -0.1594 0.1118
C -0.6092 1.1710 -0.0163
C 0.6915 0.9254 0.0202
H 0.0384 -1.6653 1.1703
H 1.0321 -0.6130 -1.4811
H -1.8795 -0.4753 -0.7559
H -1.9366 -0.2004 0.9936
H -1.0821 2.1467 -0.0644
H 1.5555 1.5867 -0.0561
```

---

Record 3
2 unconnected molecules or ions with the total composition C19H19Br3F4N3O5S at a distorted geometry. Source: the Open Molecules 2025 dataset; level of theory: the ωB97M-V functional and the def2-TZVPD basis.

Values from the calculation:
spin multiplicity = 1
HOMO-LUMO gap = 6.536 eV
charge = +1

```
54
C19H19Br3F4N3O5S, DFT the ωB97M-V functional and the def2-TZVPD basis
C -0.5516 -1.8365 5.2223
C -0.1266 -1.0121 3.9614
C -1.3462 -0.4294 3.1122
Br -2.9736 -0.0850 4.1485
C -0.8135 0.7836 2.3144
C -0.5217 2.1117 2.9045
S -0.8016 2.5391 4.6486
O -0.0134 3.7366 4.8701
O -2.1809 2.8409 4.9172
F -0.2519 1.4188 5.6546
N -0.0303 3.0671 2.0979
N 0.2704 3.0174 0.8384
C 0.0319 1.8568 0.2105
C 0.3755 1.8220 -1.3065
C 1.4221 0.7138 -1.6866
C 2.6631 0.6272 -0.7457
F 2.3916 0.0213 0.4870
Br 3.9113 -0.6363 -1.6544
C 3.4708 2.0088 -0.5738
F 3.2664 2.5321 0.6730
F 3.2404 2.8768 -1.5967
Br 5.4170 1.6061 -0.6502
C -0.5289 0.6326 0.8721
C -0.7762 -0.6949 0.1587
C 0.1036 -1.8710 0.3321
C -0.2644 -3.0508 -0.4031
N -1.2776 -3.2586 -1.2649
C -2.1054 -2.2080 -1.4470
C -1.8873 -0.9661 -0.7536
H -1.1952 -2.6983 4.9319
H 0.3937 -2.2866 5.6364
H -0.9717 -1.2107 6.0427
H 0.6510 -0.2331 4.1829
H 0.3906 -1.7348 3.2687
H -1.6063 -1.2367 2.3805
H 0.1315 3.9771 2.5622
H -0.5575 1.7120 -1.9117
H 0.8086 2.8242 -1.5631
H 1.8153 0.9815 -2.7037
H 0.9712 -0.3044 -1.8076
H 0.9892 -1.8204 1.0024
H 0.3974 -3.9354 -0.2295
H -2.9593 -2.3338 -2.1475
H -2.6205 -0.1452 -0.9305
C -0.4981 -0.6354 -6.3090
C -0.5914 -1.9362 -5.5620
O -0.5547 -1.5156 -4.1969
C -0.9823 -0.2323 -4.1586
O -1.2299 0.3633 -3.1481
O -1.0949 0.2912 -5.3994
H -1.0370 -0.6552 -7.2544
H 0.5343 -0.3312 -6.4960
H -1.5324 -2.4595 -5.7452
H 0.2353 -2.6082 -5.7855
```